[1]
Density functional theory data (ωB97M-V/def2-TZVPD) for one molecule with the formula CH2N2OS in a non-equilibrium geometry.

Last column: natural (NBO) charge in e.
CARTESIAN COORDINATES (ANGSTROEM)
C  0.18  0.31  0.10  -0.469
N  0.41  1.24  -1.01  -0.189
N  0.95  2.27  -0.73  0.258
O  1.33  2.61  0.39  -0.313
S  0.86  1.01  1.63  0.252
H  -0.89  0.15  0.20  0.230
H  0.67  -0.63  -0.16  0.231

## Properties
E_HOMO: -9.56 eV
Max |F|: 0.06606 Eh/bohr
Structure (SMILES): C1N=NOS1
DFT total energy: -16928.657 eV

***

[2]
Density functional theory data (ωB97M-V/def2-TZVPD) for one molecule with the formula C3H4O2 in a non-equilibrium geometry.

Last column: natural (NBO) charge in e.
CARTESIAN COORDINATES (ANGSTROEM)
C  0.56  -1.11  0.62  -0.296
C  1.19  0.05  -0.08  0.201
C  0.70  1.13  -0.63  -0.416
O  2.33  -0.53  -0.27  -0.167
O  3.41  0.09  0.34  -0.184
H  1.10  -1.59  1.42  0.203
H  -0.20  -1.64  -0.06  0.198
H  1.50  1.87  -0.92  0.226
H  -0.33  1.57  -0.45  0.234

## Properties
E_HOMO (spin up / spin down): -10.45 / -8.88 eV
Max |F|: 0.13351 Eh/bohr
DFT total energy: -7263.010 eV

***

Molecular weight (g/mol)
90.107 72.063